(1)
160
Properties=species:S:1:pos:R:3:forces:R:3 method="wB97M-V/def2-TZVPD" homo_energy_ev=-8.42 spin_multiplicity=1 total_charge=0 homo_lumo_gap_ev=8.15
C -14.007590 6.354250 -4.316900 0.297 0.548 -0.804
S -12.484510 5.823710 -5.280550 -0.070 2.722 -0.650
O -12.651640 6.370230 -6.697190 -0.139 -0.978 1.706
C -11.279920 6.963390 -4.473340 0.886 -0.833 0.349
H -14.780370 5.633620 -4.584500 0.033 0.080 0.391
H -14.323090 7.335830 -4.670530 0.175 -0.046 -0.763
H -13.916200 6.583710 -3.255260 0.412 -0.977 0.234
H -11.067680 6.562100 -3.482370 -0.396 0.125 0.391
H -11.396920 8.045820 -4.420880 -1.104 -0.169 -0.131
H -10.296580 6.875940 -4.935380 -0.135 -0.415 -0.699
C -12.080090 4.891440 -0.892950 -0.543 1.044 0.956
S -11.646600 6.643760 -0.463670 1.897 0.400 -1.123
O -10.150130 6.745310 -0.869500 -1.653 -0.170 0.597
C -11.665680 6.703470 1.370880 0.052 -1.129 -0.314
H -11.337520 4.307180 -0.349500 -0.264 -0.459 -0.366
H -12.157610 4.752750 -1.971310 0.925 0.358 -0.086
H -13.116270 4.718450 -0.602270 0.233 -0.164 0.706
H -11.539830 7.682120 1.834040 -0.334 0.314 -0.801
H -10.815010 6.130420 1.739760 -0.042 -0.351 -0.151
H -12.598560 6.216560 1.655040 0.016 0.068 0.289
C -12.428710 11.122900 -1.749520 -0.417 -1.233 0.240
S -13.172220 9.483800 -2.205870 -1.302 -0.592 2.139
O -13.858870 8.939850 -0.916990 1.369 0.899 -1.834
C -14.575120 10.172400 -3.119860 0.789 0.422 -0.064
H -12.106420 11.608160 -2.670800 -0.252 0.291 0.216
H -11.575110 10.948170 -1.094590 0.104 -0.271 -0.207
H -13.194930 11.592500 -1.132680 -0.082 0.564 -0.485
H -15.176710 10.634740 -2.337280 -0.177 0.098 -0.239
H -15.128080 9.460320 -3.732460 0.183 -0.239 0.408
H -14.114180 10.903600 -3.783930 -0.343 0.243 -0.085
C -10.800700 0.394900 -5.936050 -1.728 0.155 -0.746
S -11.805380 -1.043890 -5.287210 0.175 -0.672 0.267
O -11.762890 -2.275840 -6.189370 -0.203 2.188 0.601
C -13.464200 -0.171800 -5.405180 0.868 -0.170 -0.946
H -11.380050 0.687160 -6.811850 0.473 -0.119 -0.583
H -9.743070 0.276960 -6.171860 -0.272 -0.537 0.285
H -10.986550 1.260240 -5.299860 0.265 -0.308 0.636
H -14.231180 -0.870680 -5.071400 0.212 0.171 0.296
H -13.682490 0.101940 -6.437420 0.158 -0.310 -0.260
H -13.425340 0.782110 -4.879210 0.072 -0.383 0.566
C -12.270410 6.631980 6.699330 -0.558 -0.689 1.316
S -12.305990 4.975080 7.590010 1.389 -0.290 0.742
O -11.163570 4.960280 8.597550 -1.353 0.288 -1.066
C -13.931140 5.028080 8.492580 0.845 1.535 -1.039
H -13.263250 6.713330 6.256880 0.059 0.323 -0.048
H -11.485950 6.729680 5.948890 0.018 -0.635 0.146
H -12.079000 7.339850 7.505790 -0.239 0.264 -0.133
H -14.151820 4.032600 8.877830 -0.037 0.230 -0.301
H -14.550320 5.424540 7.687880 -0.700 -0.853 -0.119
H -14.013070 5.819250 9.237850 0.563 -0.248 0.391
C -9.409590 13.500870 5.657120 1.624 -0.606 0.332
S -10.307810 13.502260 4.099640 -0.846 -0.641 -0.775
O -9.622330 14.279480 3.030870 0.277 -0.152 0.737
C -10.053110 11.699740 3.648580 0.002 0.602 0.635
H -8.359900 13.317730 5.427540 0.175 -0.141 -0.175
H -9.720530 12.663670 6.282030 -0.355 -0.066 -0.175
H -9.368710 14.379350 6.301090 -0.768 0.385 -0.590
H -9.012170 11.415310 3.494830 0.109 0.454 -0.112
H -10.628870 11.555420 2.734370 0.048 0.059 0.089
H -10.430550 11.063200 4.448870 -0.286 0.086 0.009
C -8.588820 -0.558900 1.318760 0.121 1.875 -0.739
S -9.139400 0.911980 2.332210 -0.290 -2.987 1.252
O -10.588960 0.571590 2.624610 1.197 0.574 -0.009
C -8.031950 0.344660 3.721210 -0.638 0.605 0.615
H -7.567760 -0.898790 1.492050 -0.228 0.020 0.310
H -8.566490 0.015670 0.392770 -0.082 -0.979 -0.748
H -9.343460 -1.345110 1.340800 0.105 0.315 0.190
H -8.300400 -0.597530 4.199020 -0.367 -0.352 -0.759
H -8.097700 1.023670 4.571340 0.307 0.517 -0.293
H -7.033410 0.267640 3.291000 -0.008 0.281 0.209
C -10.924360 -1.071130 -1.171690 0.102 -0.002 -0.006
S -11.913920 0.449750 -0.862480 0.542 0.251 0.267
O -12.700840 0.761850 -2.111920 0.327 -0.498 0.753
C -13.116350 -0.289870 0.289370 -0.493 -0.707 -0.573
H -10.756230 -1.689440 -0.289910 -0.485 0.247 0.252
H -9.917650 -0.797400 -1.487450 -0.217 0.250 -0.384
H -11.419170 -1.676780 -1.930940 -0.079 0.195 -0.104
H -13.165400 -1.316520 -0.073530 -0.729 0.007 -0.135
H -14.020260 0.285100 0.088270 -0.102 -0.268 -0.133
H -13.020990 -0.386370 1.370890 1.001 0.664 -0.088
C -13.773460 11.157280 6.065470 -1.075 0.382 1.166
S -13.936570 12.974690 5.725280 -0.551 -1.274 -2.539
O -14.829430 12.943890 4.435290 1.174 0.483 2.910
C -14.804120 13.654820 7.230180 0.575 0.048 -1.047
H -13.338420 10.583270 5.247340 0.435 0.652 0.002
H -14.758350 10.716060 6.218500 -0.387 0.334 -0.235
H -13.310620 11.009110 7.041140 0.634 0.012 -0.212
H -15.864990 13.668360 6.980220 0.011 -0.204 0.577
H -14.403470 14.665670 7.306100 -0.290 0.193 -0.431
H -14.445540 13.223900 8.164970 -0.516 -0.708 -0.182
C -16.731030 11.602930 2.220470 0.895 2.036 0.149
S -15.574680 11.319390 0.832450 0.168 -0.443 -1.431
O -15.411410 12.602800 0.006080 0.034 -1.411 1.666
C -14.000330 10.891880 1.686610 0.522 0.576 0.508
H -16.521860 12.618330 2.557100 0.281 0.234 0.040
H -16.580220 11.039630 3.141360 -0.183 -0.623 -0.511
H -17.734670 11.713320 1.809830 0.035 -0.854 -0.007
H -13.535220 11.764010 2.146130 -0.447 0.229 0.311
H -13.211760 10.480790 1.056320 -0.690 0.039 -0.883
H -14.120780 10.099330 2.425160 -0.589 0.166 0.178
C -6.758540 8.557530 -3.805410 0.234 0.503 -0.685
S -7.612160 8.851830 -5.397000 -2.771 -2.927 1.757
O -8.247620 7.451170 -5.652790 1.007 2.547 -0.073
C -8.976690 9.913860 -4.661440 -0.785 0.433 -0.807
H -7.388930 8.519200 -2.917020 -0.269 0.252 -0.341
H -6.065530 9.398850 -3.806490 0.394 -0.237 0.677
H -6.281490 7.582600 -3.905620 0.277 0.248 -0.207
H -8.775910 10.978510 -4.781060 0.534 -0.016 0.162
H -9.405630 9.735500 -3.675390 1.073 -0.499 0.459
H -9.896450 9.796020 -5.234360 0.312 -0.402 -0.847
C -13.632240 2.587220 3.832030 0.515 -1.095 0.240
S -12.621030 2.936070 2.340430 -1.529 0.812 1.050
O -13.429490 4.047750 1.684440 1.233 -0.328 0.419
C -11.118060 3.504750 3.258070 -0.055 1.051 0.991
H -13.121250 1.709280 4.227270 -0.172 -0.207 0.314
H -14.659150 2.311770 3.591830 0.211 -0.108 -0.676
H -13.753900 3.302550 4.645420 0.673 0.640 -0.395
H -10.714320 2.856160 4.035520 -0.126 -1.286 -0.852
H -11.287840 4.276870 4.008480 -0.814 0.967 -0.645
H -10.321330 3.858640 2.603800 -0.188 -0.271 -0.202
C -16.219720 5.971790 2.584760 -0.377 -0.530 -0.522
S -15.283010 6.191010 4.088370 -0.982 -0.205 1.054
O -15.919030 5.351820 5.180550 0.593 0.524 -0.897
C -15.826980 7.892240 4.379920 -0.160 0.854 0.057
H -15.810050 6.594950 1.789810 0.008 0.203 0.099
H -17.282450 6.157160 2.740780 0.089 0.291 0.175
H -16.144270 4.939930 2.241730 0.365 -0.062 0.227
H -16.868670 8.175060 4.228310 -0.307 -0.852 -0.400
H -15.265940 8.539550 3.705890 0.294 0.039 0.133
H -15.685680 8.181610 5.421270 0.680 -0.273 0.017
C -6.397390 6.728340 4.842100 -0.238 0.560 0.252
S -7.224150 5.371640 5.809990 2.507 0.091 -0.546
O -8.593670 5.353550 5.314190 -1.488 -0.280 -0.520
C -6.397490 3.864270 5.043260 -0.476 0.596 -0.658
H -7.087900 7.564670 4.950960 -0.245 -0.052 0.422
H -6.288590 6.696010 3.758030 0.024 -0.996 -0.022
H -5.464450 7.077060 5.284960 0.095 -0.428 0.152
H -5.341660 3.878180 4.772870 0.192 0.467 0.752
H -6.870340 3.811530 4.062580 -0.456 -0.169 0.050
H -6.639960 2.983440 5.637780 -0.032 0.204 0.041
C -16.074720 2.510720 -3.581150 -0.624 1.116 0.876
S -15.679200 3.945410 -2.449950 -0.157 0.625 -0.598
O -16.761230 5.018430 -2.437550 0.806 -1.574 -0.310
C -15.768640 3.168190 -0.825990 0.231 -0.103 -0.631
H -17.118470 2.250310 -3.405460 0.059 -0.293 0.123
H -15.369330 1.719280 -3.327900 -0.045 0.001 -0.123
H -16.005120 2.862520 -4.610470 0.331 -0.009 0.120
H -16.624030 2.499730 -0.728190 -0.231 0.443 0.204
H -15.764120 4.095100 -0.252470 -0.351 -0.430 0.576
H -14.860450 2.602960 -0.616710 0.132 0.122 -0.143
C -7.823130 4.013990 -0.610910 0.105 -0.056 -0.889
S -7.288280 4.074600 -2.350770 2.053 -1.160 -0.727
O -6.646000 2.685750 -2.625400 -1.572 1.984 0.415
C -8.898770 4.274330 -3.226710 0.300 -1.122 0.779
H -8.390550 3.083870 -0.579230 -0.403 0.218 0.490
H -8.328000 4.955090 -0.392860 -0.538 -0.229 0.036
H -6.942660 3.940460 0.027420 0.125 -0.109 -0.323
H -8.988070 3.540190 -4.027430 0.458 -0.051 0.020
H -8.981970 5.272820 -3.655900 -0.067 0.006 0.489
H -9.604250 3.969930 -2.453580 -0.574 0.618 -0.292

=====

(2)
93
Properties=species:S:1:pos:R:3:forces:R:3 method="wB97M-V/def2-TZVPD" homo_energy_ev="-11.66 / -11.01" spin_multiplicity=1 total_charge=+2 homo_lumo_gap_ev="3.36 / 2.02"
P 1.726106 1.272693 -3.872342 0.207 0.002 -0.405
C 3.301350 1.538830 -3.098462 1.189 -0.199 1.161
C 4.333926 0.927063 -3.855982 -0.262 0.762 0.015
H 4.073636 0.080642 -4.497711 0.121 0.483 -0.131
C 5.603555 1.486191 -3.882513 0.010 -0.359 0.223
H 6.300851 1.114188 -4.635544 0.036 0.117 0.459
C 5.933164 2.517069 -2.993566 -0.420 -0.111 -0.242
H 6.926731 2.965773 -3.056659 -0.377 -0.068 0.205
C 4.979781 2.949419 -2.059172 0.393 -0.113 0.080
H 5.295667 3.686459 -1.314525 -0.286 -0.265 -0.213
C 3.665179 2.463553 -2.078328 0.173 -0.344 -0.698
H 2.963503 2.781980 -1.296458 0.085 0.123 -0.680
C 1.085119 -0.365077 -3.656994 -0.877 -0.577 1.337
C 1.763032 -1.385634 -2.944632 -0.271 0.199 -0.322
H 2.532843 -1.138955 -2.205621 -0.047 0.025 -0.548
C 1.424037 -2.714683 -3.182867 -0.233 -0.323 -0.012
H 1.966206 -3.520708 -2.683832 -0.080 0.252 -0.129
C 0.397638 -3.044984 -4.075588 0.094 0.111 -0.139
H 0.203938 -4.081644 -4.355115 0.079 0.264 0.211
C -0.373741 -2.026761 -4.646423 -0.289 0.092 0.222
H -1.198676 -2.250557 -5.324448 0.177 -0.091 0.274
C -0.092253 -0.696832 -4.368984 0.594 -0.012 0.026
H -0.727225 0.113658 -4.735482 0.274 -0.292 -0.274
C 0.553270 2.609219 -3.654390 -0.650 0.645 0.198
C 0.664428 3.469091 -4.774346 -0.338 -0.588 0.391
H 1.505616 3.312136 -5.455927 -0.397 0.089 0.148
C -0.319861 4.396838 -5.065756 0.087 0.240 0.067
H -0.206659 4.936570 -6.007575 -0.310 0.125 0.413
C -1.396466 4.577964 -4.189462 0.465 -0.250 -0.314
H -2.157524 5.318001 -4.453572 0.171 -0.359 0.342
C -1.458864 3.806484 -3.019611 -0.155 0.242 -0.061
H -2.289211 4.002219 -2.334820 0.325 -0.198 -0.115
C -0.506079 2.816790 -2.731684 0.170 0.476 -0.718
H -0.598812 2.293187 -1.772888 0.226 -0.059 -0.420
Pb 0.730068 0.296540 2.897021 -1.018 -1.038 4.296
C -1.733978 -1.189292 1.795529 0.646 0.768 0.756
C -1.978109 -1.414735 0.516844 0.165 0.065 0.543
H -2.269500 -1.484919 2.700267 0.022 -0.313 -0.463
C -1.162131 -0.724869 -0.586989 -0.987 0.034 -1.890
O -2.077343 -0.040763 -1.480639 -0.122 0.441 0.452
H -1.601553 0.551571 -2.096129 -0.041 -0.496 0.262
C -0.248260 0.191271 0.038342 1.571 0.379 2.379
H -0.693898 -1.440703 -1.276650 0.687 -0.132 0.591
C 0.426285 0.767203 0.936225 -0.487 0.967 -8.019
Cl 2.396645 2.281243 2.887542 -0.243 -0.609 0.217
P -1.495018 2.298776 2.660018 -0.607 0.696 1.411
P 2.003546 -2.048530 2.287352 0.252 -0.494 1.192
C -0.989143 3.210853 4.162677 0.202 -0.192 -0.118
H 0.050035 3.544146 4.028620 -0.328 0.056 0.140
H -1.032366 2.525856 5.021868 -0.022 0.249 -0.248
H -1.662771 4.066741 4.306219 0.209 -0.179 0.037
C -1.637291 3.609497 1.389273 0.427 -0.386 -0.427
H -2.310183 3.281748 0.580853 0.252 0.118 0.280
H -0.635545 3.790131 0.970074 -0.359 0.159 0.062
H -2.021547 4.531950 1.853075 0.122 -0.365 -0.106
C -3.220409 1.831174 3.014004 0.139 -0.471 -0.228
H -3.240942 1.114569 3.849574 -0.009 0.253 -0.235
H -3.629479 1.346289 2.115151 -0.027 0.164 0.301
H -3.795804 2.738292 3.254058 0.173 -0.257 -0.068
C 2.684003 -2.231969 3.971278 0.121 0.092 -0.022
H 1.949085 -2.744083 4.606077 0.231 0.129 -0.199
H 2.878029 -1.233771 4.398322 0.113 -0.425 -0.084
H 3.625011 -2.790749 3.899518 -0.219 0.057 0.261
C 1.121799 -3.596835 1.948686 -0.482 0.242 -0.190
H 0.675645 -3.535025 0.943431 0.174 -0.146 0.310
H 0.322464 -3.716529 2.696096 0.310 0.026 -0.225
H 1.840021 -4.429516 1.999137 -0.191 0.240 -0.006
C 3.452330 -2.024737 1.192382 -0.122 0.498 -0.305
H 3.804483 -0.984320 1.096254 0.086 -0.447 -0.040
H 3.178935 -2.413738 0.198636 0.144 0.185 0.350
H 4.234248 -2.649000 1.650909 -0.227 0.195 -0.224
P -3.310755 -2.524611 -0.000555 2.105 1.988 0.687
C -3.759746 -3.400605 1.460594 -0.534 -0.621 0.044
C -2.639506 -3.568725 -1.257137 -0.422 -0.579 -0.313
H -3.905837 -2.735010 2.316047 -0.104 -0.033 -0.301
H -3.004808 -4.148063 1.724573 -0.131 0.113 -0.137
H -4.697819 -3.891197 1.193208 -0.084 -0.251 0.408
H -2.349568 -3.000886 -2.144964 -0.127 0.027 0.091
H -3.469517 -4.236747 -1.498274 0.257 -0.305 -0.397
H -1.781744 -4.146736 -0.899424 -0.226 0.092 0.060
C -4.600181 -1.491392 -0.617974 -0.644 -0.413 -0.260
H -4.996344 -0.856994 0.180413 0.009 -0.221 -0.074
H -5.349733 -2.204516 -0.970113 -0.428 0.451 -0.172
H -4.217791 -0.859871 -1.424798 -0.083 -0.265 0.110
H 1.261471 1.485552 0.830410 -0.524 -0.078 0.052
C -0.757814 -1.433710 7.013612 -0.200 0.064 -0.217
S -1.027525 -1.137936 5.264607 -1.319 0.974 1.398
O -0.475043 -2.250386 4.519410 0.314 -0.013 -0.515
O -2.435360 -0.810159 5.005607 1.403 -0.634 0.074
O -0.181450 0.128296 5.133837 0.492 -0.272 -1.469
H -1.443730 -0.765395 7.541533 0.223 -0.133 -0.003
H 0.287261 -1.169442 7.214046 -0.351 -0.132 -0.001
H -0.955994 -2.475388 7.271719 -0.064 0.140 -0.158

=====

no.,molecular weight (g mol⁻¹)
1,1250.2
2,908.4